# 1
{
  "formula": "C4H6Cl2O2P",
  "method": "the ωB97M-V functional and the def2-TZVPD basis",
  "symbols": ["H", "H", "C", "C", "H", "C", "P", "O", "Cl", "Cl", "H", "H", "H", "C", "O"],
  "coordinates": [[-4.001, -1.726, -0.130], [-5.224, -0.515, -0.684], [2.852, 0.131, -1.980], [2.549, 1.151, -2.778], [-4.116, -0.151, 0.694], [-4.173, -0.678, -0.286], [-3.063, 0.406, -1.291], [-3.311, 3.192, 2.045], [1.811, -0.383, -0.630], [-1.332, -0.486, -1.586], [1.602, 1.666, -2.638], [3.630, -0.554, -2.291], [3.237, 1.392, -3.656], [-2.947, 2.655, 1.128], [-2.647, 2.017, 0.218]],
  "e_homo_ev": -12.50,
  "charge": 1,
  "orbital_gap_ev": 6.021,
  "relative_energy_kcal_mol": 48.9
}


# 2
{
  "formula": "C4H6Cl2S",
  "method": "the ωB97M-V functional and the def2-TZVPD basis",
  "symbols": ["C", "H", "Cl", "H", "H", "S", "Cl", "H", "C", "H", "C", "C", "H"],
  "coordinates": [[1.083, -0.022, -1.543], [-0.339, 1.978, -1.453], [-1.728, 0.913, 2.612], [2.341, 0.323, -2.087], [0.950, -1.227, -1.952], [-0.254, 0.982, -2.466], [-2.066, -1.907, 1.577], [-1.204, 0.539, -0.110], [-0.325, -0.025, 0.486], [-0.075, -0.729, 2.386], [0.895, -0.120, 0.017], [-0.942, -0.322, 1.855], [1.664, -0.383, 0.678]],
  "e_homo_ev": -9.26,
  "orbital_gap_ev": 9.600,
  "relative_energy_kcal_mol": 68.5
}


# 3
{
  "formula": "C4H6Cl3GeN2O3Pd",
  "method": "the ωB97M-V functional and the def2-TZVPD basis",
  "symbols": ["H", "H", "Cl", "N", "C", "O", "H", "N", "C", "H", "H", "Ge", "C", "O", "O", "Cl", "C", "H", "Cl", "Pd"],
  "coordinates": [[-2.659, -0.400, -0.122], [1.739, 0.703, 2.781], [1.001, 2.578, 0.942], [-0.182, -0.005, 2.402], [1.083, -0.151, 2.884], [2.920, -1.930, 2.123], [-1.427, -1.461, 0.110], [-1.897, -0.648, 0.500], [-1.097, -0.992, 2.744], [1.204, -0.785, 3.751], [-2.926, -1.837, 1.974], [1.251, 2.702, -1.470], [-2.349, -0.919, 1.886], [1.693, -1.035, 0.387], [-0.937, -1.838, 3.594], [0.628, 4.796, -1.659], [2.181, -1.347, 1.420], [-2.955, -0.071, 2.204], [-1.039, 1.775, -1.461], [-0.537, 0.839, 0.647]],
  "s2": 0.757,
  "e_homo_ev": [-7.63, -9.78],
  "multiplicity": 2,
  "orbital_gap_ev": [6.710, 8.733],
  "relative_energy_kcal_mol": 0.0
}


# 4
{
  "formula": "C4H6ClF",
  "method": "the ωB97M-V functional and the def2-TZVPD basis",
  "symbols": ["H", "Cl", "H", "C", "H", "H", "C", "H", "F", "C", "C", "H"],
  "coordinates": [[-1.355, 0.833, -2.000], [-1.753, -1.467, 0.351], [1.251, 0.392, 1.581], [-0.264, 0.649, -1.943], [0.221, 1.348, -2.579], [-0.487, 1.097, 1.637], [0.355, -0.021, -0.962], [0.579, -1.552, 0.391], [-0.100, -0.691, 2.634], [-0.107, -0.640, 0.326], [0.195, 0.180, 1.553], [1.465, -0.127, -0.988]],
  "e_homo_ev": -10.15,
  "orbital_gap_ev": 10.992,
  "relative_energy_kcal_mol": 21.8
}


# 5
{
  "formula": "C4H6ClF",
  "method": "the ωB97M-V functional and the def2-TZVPD basis",
  "symbols": ["C", "C", "F", "H", "Cl", "H", "C", "C", "H", "H", "H", "H"],
  "coordinates": [[-0.551, 0.917, 1.045], [1.290, 0.254, -0.449], [1.589, 1.602, -0.609], [-1.467, 0.757, 1.612], [2.588, -0.572, 0.439], [-1.964, -0.692, -0.127], [-0.946, -1.024, -0.428], [-0.099, 0.095, 0.099], [1.307, -0.210, -1.395], [-0.115, 1.878, 1.313], [-0.883, -1.043, -1.544], [-0.749, -1.962, 0.046]],
  "e_homo_ev": -9.93,
  "orbital_gap_ev": 10.846,
  "relative_energy_kcal_mol": 10.5
}


# 6
{
  "formula": "C4H6ClFIO6",
  "method": "the ωB97M-V functional and the def2-TZVPD basis",
  "symbols": ["O", "H", "O", "H", "C", "O", "H", "H", "O", "C", "O", "O", "C", "Cl", "H", "H", "F", "I", "C"],
  "coordinates": [[-0.994, -1.703, -0.890], [3.024, -0.734, -0.626], [0.087, 0.095, -0.110], [0.310, 1.815, -1.253], [0.864, 0.907, -0.989], [-2.739, -2.296, 2.520], [1.066, 0.341, -1.908], [2.458, 2.281, -0.532], [-4.417, -1.962, 0.890], [-0.938, -0.549, -0.711], [-4.738, -1.175, 3.095], [-3.161, -0.128, 1.681], [2.202, 1.239, -0.303], [-3.765, -1.396, 2.049], [4.202, 0.488, -0.092], [3.608, 0.517, -1.761], [2.057, 1.171, 1.076], [-2.452, 0.777, -1.413], [3.326, 0.313, -0.723]],
  "e_homo_ev": -5.59,
  "charge": -1,
  "orbital_gap_ev": 8.031
}


# 7
{
  "formula": "C4H6ClI",
  "method": "the ωB97M-V functional and the def2-TZVPD basis",
  "symbols": ["H", "Cl", "C", "C", "H", "C", "H", "H", "C", "H", "I", "H"],
  "coordinates": [[2.562, 0.133, -0.068], [0.566, -1.674, 1.464], [-1.768, -0.677, 0.557], [-0.212, -0.528, 0.421], [-2.159, -1.266, -0.375], [0.357, 0.353, -0.422], [2.094, 0.436, -1.582], [-2.115, -1.274, 1.314], [1.815, 0.680, -0.608], [2.234, 1.659, -0.322], [-3.010, 1.085, 0.632], [-0.364, 1.073, -1.011]],
  "e_homo_ev": -9.31,
  "orbital_gap_ev": 9.622,
  "relative_energy_kcal_mol": 0.8
}


# 8
{
  "formula": "C4H6ClN",
  "method": "the ωB97M-V functional and the def2-TZVPD basis",
  "symbols": ["C", "H", "H", "Cl", "H", "H", "C", "H", "H", "C", "C", "N"],
  "coordinates": [[0.788, 0.834, 0.639], [0.787, 1.908, 0.653], [-0.652, -1.423, -1.695], [0.760, 0.828, -2.147], [1.791, 0.239, 0.879], [-1.085, 0.772, -0.477], [-0.100, 0.534, 1.648], [0.615, -1.783, -0.415], [-1.264, -1.542, -0.095], [-0.277, -1.265, -0.555], [-0.018, 0.353, -0.650], [-1.344, 0.545, 2.215]],
  "e_homo_ev": -10.56,
  "orbital_gap_ev": 11.013,
  "relative_energy_kcal_mol": 75.9
}


# 9
{
  "formula": "C4H6ClN2OPS3",
  "method": "the ωB97M-V functional and the def2-TZVPD basis",
  "symbols": ["H", "H", "C", "H", "H", "N", "H", "Cl", "C", "S", "N", "S", "O", "S", "P", "H", "C", "C"],
  "coordinates": [[1.289, -0.777, -1.828], [2.473, 1.613, 2.066], [0.594, -1.643, -1.772], [0.091, -1.912, -2.711], [0.877, 1.767, 2.290], [0.243, 0.294, 0.664], [1.084, -2.651, -1.449], [-2.729, -2.452, 1.617], [0.454, 1.362, -0.139], [1.443, 2.704, 0.339], [-0.502, -0.707, 0.302], [-0.040, 1.383, -1.813], [-1.733, -1.850, -1.117], [-4.103, -0.211, -0.525], [-2.537, -1.108, 0.193], [1.878, 3.172, 2.718], [-0.530, -1.276, -0.930], [1.746, 2.292, 2.094]],
  "e_homo_ev": [-8.17, -8.17],
  "orbital_gap_ev": [6.509, 6.511],
  "relative_energy_kcal_mol": 0.0
}


# 10
{
  "formula": "C4H6ClN3",
  "method": "the ωB97M-V functional and the def2-TZVPD basis",
  "symbols": ["H", "C", "C", "H", "N", "H", "Cl", "H", "N", "H", "H", "C", "N", "C"],
  "coordinates": [[2.700, 0.755, 0.029], [-1.508, 0.061, 0.123], [0.630, 1.345, -0.172], [0.936, 2.367, -0.150], [-1.134, -0.931, 0.971], [-0.438, -1.568, 0.846], [-3.247, 0.110, -0.167], [2.400, -1.514, -0.145], [0.542, -1.551, -0.906], [-1.296, 1.860, -0.873], [-1.913, -1.469, 1.287], [-0.739, 1.089, -0.393], [1.479, -0.969, -0.364], [1.589, 0.416, -0.085]],
  "s2": 2.031,
  "e_homo_ev": [-6.57, -8.06],
  "multiplicity": 3,
  "orbital_gap_ev": [7.403, 7.665],
  "relative_energy_kcal_mol": 0.0
}